(1)
Entry from the Open Molecules 2025 dataset: a structure of composition C30H27MoN2O3P2S2 in a non-equilibrium geometry (ωB97M-V with the def2-TZVPD basis set).

Computed properties:
* ⟨S²⟩: 2.020
* energy: -3041.6787 a.u.
* total charge: +1
* LUMO level (spin up / spin down): -2.872 / -4.639 eV
* energy relative to the best compared isomer or geometry (same formula, charge and spin): 32.1 kJ/mol
* Kohn-Sham gap (spin up / spin down): 7.82 / 6.42 eV
* spin multiplicity: 3

Each line ends with the Mulliken charge.
Atoms and positions in Å:
Mo -1.717 -0.693 -1.528  -0.549
S -2.659 -2.088 0.231  -0.453
P -0.786 -1.695 0.990  1.967
C -0.108 -0.548 -0.154  -1.397
P -0.187 1.174 0.150  1.409
S -2.106 1.608 -0.300  -0.333
C 0.382 1.659 1.785  0.729
C 1.343 0.902 2.447  0.288
C 1.790 1.298 3.699  -0.871
C 1.277 2.446 4.285  -0.564
C 0.324 3.207 3.621  -0.752
C -0.124 2.816 2.369  -0.513
C 0.947 2.072 -0.937  0.762
C 0.500 3.055 -1.808  -0.267
C 1.412 3.745 -2.599  -0.852
C 2.764 3.449 -2.523  -0.531
C 3.215 2.469 -1.644  -0.675
C 2.311 1.790 -0.848  -0.456
C 0.259 -3.166 0.918  0.223
C 1.548 -3.105 1.452  -0.038
C 2.411 -4.177 1.309  -0.804
C 1.996 -5.315 0.626  -0.547
C 0.718 -5.380 0.096  -0.828
C -0.151 -4.306 0.240  -0.470
C -1.035 -1.294 2.731  0.784
C -0.652 -2.201 3.719  -0.555
C -0.929 -1.931 5.052  -0.830
C -1.593 -0.767 5.403  -0.573
C -2.007 0.122 4.418  -0.726
C -1.743 -0.145 3.087  -0.242
H 1.736 0.002 1.990  0.157
H 2.533 0.708 4.219  0.461
H 1.621 2.751 5.265  0.438
H -0.072 4.103 4.080  0.443
H -0.880 3.399 1.855  0.401
H -0.558 3.282 -1.863  0.441
H 1.065 4.521 -3.269  0.464
H 3.472 3.988 -3.139  0.430
H 4.271 2.244 -1.577  0.449
H 2.670 1.034 -0.158  0.331
H 1.878 -2.224 1.990  0.314
H 3.405 -4.129 1.732  0.446
H 2.671 -6.153 0.515  0.408
H 0.391 -6.269 -0.427  0.433
H -1.159 -4.368 -0.153  0.501
H -0.142 -3.118 3.462  0.413
H -0.629 -2.638 5.814  0.440
H -1.804 -0.558 6.443  0.427
H -2.548 1.019 4.686  0.459
H -2.107 0.532 2.326  0.313
C -0.022 1.268 -5.173  -1.353
C -0.853 0.742 -4.063  0.592
N -0.352 0.143 -3.034  0.694
O 1.001 -0.053 -3.068  -0.534
C -2.338 0.786 -4.037  0.132
C -3.235 1.376 -5.065  -1.705
N -2.716 0.164 -2.984  0.571
O -3.764 -0.265 -2.391  -0.702
H 0.488 0.445 -5.678  0.333
H 0.752 1.923 -4.769  0.238
H -0.626 1.812 -5.895  0.421
H 1.200 -0.354 -2.159  0.372
H -3.018 2.436 -5.204  0.392
H -4.270 1.269 -4.751  0.361
H -3.108 0.876 -6.027  0.378
O -1.047 -3.307 -3.190  -0.220
C -1.307 -2.389 -2.589  0.523



(2)
Entry from the Open Molecules 2025 dataset: a structure of composition C30H27N4O3RuS (ωB97M-V with the def2-TZVPD basis set).

Computed properties:
* ⟨S²⟩: 6.007
* energy: -2097.0471 a.u.
* total charge: +1
* LUMO level (spin up / spin down): -3.113 / -3.627 eV
* Kohn-Sham gap (spin up / spin down): 7.46 / 7.85 eV
* spin multiplicity: 5

Each line ends with the Mulliken charge.
Atoms and positions in Å:
Ru 0.482 0.028 -1.365  0.592
O -3.510 -1.008 -2.429  -0.613
C -2.455 -0.512 -2.116  0.107
N -1.257 -1.138 -1.872  -0.059
C -1.156 -2.510 -1.845  -0.027
O -2.050 -3.320 -1.810  -0.612
C 0.288 -3.010 -1.814  0.451
C 0.517 -4.375 -1.863  -0.573
C 1.824 -4.832 -1.834  -0.297
C 2.860 -3.912 -1.754  -0.883
C 2.548 -2.565 -1.712  0.011
N 1.291 -2.124 -1.744  0.125
C -2.373 1.009 -1.997  0.466
C -3.533 1.751 -2.151  -0.518
C -3.465 3.126 -2.007  -0.431
C -2.244 3.717 -1.715  -0.954
C -1.130 2.908 -1.587  -0.279
N -1.192 1.582 -1.729  0.283
H -0.333 -5.040 -1.920  0.510
H 2.034 -5.892 -1.875  0.443
H 3.894 -4.224 -1.728  0.440
H 3.325 -1.811 -1.651  0.397
H -4.453 1.231 -2.373  0.532
H -4.355 3.731 -2.119  0.452
H -2.148 4.786 -1.588  0.452
H -0.157 3.325 -1.356  0.534
C -4.010 1.174 3.356  -1.724
C -3.296 -0.023 2.713  2.103
C -3.642 -1.306 3.484  -1.706
C -3.793 -0.174 1.276  -1.875
C -1.788 0.199 2.772  0.017
C -1.158 0.368 4.025  -0.455
C 0.200 0.546 4.159  -1.439
C 0.974 0.559 2.998  0.886
S 2.685 0.727 2.799  -0.231
C 2.505 0.567 1.086  0.032
N 1.268 0.433 0.689  0.620
C 0.373 0.408 1.755  -1.547
C -1.007 0.229 1.636  0.482
C 3.695 0.561 0.223  0.979
C 4.901 0.101 0.758  -0.900
C 6.071 0.093 0.020  -1.031
C 6.050 0.555 -1.285  -0.678
C 4.868 1.012 -1.849  -0.519
C 3.696 1.010 -1.108  0.977
H -5.090 1.025 3.317  0.442
H -3.774 2.101 2.829  0.378
H -3.732 1.300 4.402  0.367
H -4.718 -1.481 3.448  0.444
H -3.351 -1.239 4.533  0.380
H -3.142 -2.172 3.046  0.375
H -4.873 -0.323 1.279  0.500
H -3.351 -1.037 0.773  0.399
H -3.590 0.722 0.682  0.286
H -1.762 0.350 4.922  0.465
H 0.648 0.664 5.136  0.410
H -1.446 0.099 0.655  0.459
H 4.921 -0.277 1.771  0.445
H 6.986 -0.270 0.464  0.432
H 6.955 0.560 -1.878  0.435
H 4.871 1.363 -2.869  0.454
C 2.535 2.166 -2.878  -1.062
O 2.501 1.439 -1.641  -0.182
H 1.517 2.505 -3.048  0.222
H 2.846 1.523 -3.702  0.400
H 3.205 3.022 -2.794  0.409



(3)
Entry from the Open Molecules 2025 dataset: a structure of composition C30H27N6OOsS in a non-equilibrium geometry (ωB97M-V with the def2-TZVPD basis set).

Computed properties:
* ⟨S²⟩: 6.035
* energy: -2051.0637 a.u.
* total charge: +3
* LUMO level (spin up / spin down): -8.544 / -11.036 eV
* Kohn-Sham gap (spin up / spin down): 8.18 / 5.66 eV
* spin multiplicity: 5

Each line ends with the Mulliken charge.
Atoms and positions in Å:
Os -1.071 -0.778 0.744  1.033
N -1.513 2.557 0.540  -0.049
C -2.353 1.861 -0.341  0.776
C -3.176 2.656 -1.128  -0.982
C -4.096 2.031 -1.935  -0.451
C -4.234 0.648 -2.002  -0.828
C -3.319 -0.049 -1.231  -0.369
N -2.395 0.518 -0.396  0.177
C -0.353 2.273 1.287  0.837
C 0.357 3.383 1.763  -0.965
C 1.404 3.272 2.593  -0.547
C 1.777 1.976 2.996  -0.779
C 1.067 0.908 2.510  -0.282
N 0.020 1.035 1.635  0.131
H -1.821 3.505 0.587  0.233
H -3.057 3.753 -1.141  0.456
H -4.769 2.599 -2.602  0.403
H -4.951 0.175 -2.662  0.508
H -3.313 -1.132 -1.287  0.492
H 0.020 4.331 1.381  0.455
H 2.054 4.107 2.794  0.482
H 2.636 1.863 3.673  0.453
H 1.297 -0.105 2.770  0.351
S -0.056 -3.253 4.218  -0.103
C 1.282 -3.333 3.124  -0.429
C 1.077 -2.683 1.924  -0.319
C -0.215 -2.031 1.943  -0.331
C -0.913 -2.247 3.137  0.060
C -2.233 -1.707 3.272  1.394
C -3.083 -1.953 4.333  -0.789
C -4.419 -1.486 4.296  -0.469
C -4.812 -0.864 3.166  -0.869
C -3.894 -0.624 2.124  0.176
N -2.610 -1.027 2.147  -0.058
H 2.218 -3.830 3.412  0.489
H 1.839 -2.662 1.162  0.347
H -2.704 -2.428 5.247  0.362
H -5.113 -1.573 5.167  0.435
H -5.774 -0.436 3.097  0.474
H -4.177 -0.078 1.262  0.448
C 3.270 -0.552 -4.264  -0.896
N 2.035 -0.951 -3.527  -0.214
N 1.814 -0.504 -2.306  0.874
C 0.668 -1.057 -1.826  0.500
O 0.311 -0.718 -0.634  -0.281
C 0.168 -1.884 -2.829  -1.201
C 1.059 -1.758 -3.894  0.941
C 1.066 -2.525 -5.172  -1.583
C 2.725 0.304 -1.541  -0.684
C 3.381 -0.310 -0.451  0.284
C 4.133 0.474 0.375  -0.875
C 4.299 1.816 0.129  -0.763
C 3.696 2.404 -0.970  -0.837
C 2.835 1.687 -1.805  -0.223
H 3.298 0.514 -4.429  0.334
H 3.190 -1.076 -5.200  0.446
H 4.113 -0.906 -3.708  0.348
H -0.726 -2.500 -2.762  0.440
H 0.174 -3.181 -5.173  0.348
H 1.960 -3.101 -5.260  0.417
H 0.967 -1.800 -6.001  0.396
H 3.246 -1.421 -0.390  0.559
H 4.660 -0.026 1.167  0.513
H 4.964 2.355 0.705  0.653
H 3.798 3.433 -1.202  0.484
H 2.273 2.111 -2.611  0.667



(4)
Entry from the Open Molecules 2025 dataset: a structure of composition C30H28As2BrFeO14S2 (ωB97M-V with the def2-TZVPD basis set).

Computed properties:
* ⟨S²⟩: 8.760
* energy: -11318.9910 a.u.
* LUMO level (spin up / spin down): -0.966 / -1.541 eV
* energy relative to the best compared isomer or geometry (same formula, charge and spin): 0.0 kJ/mol
* Kohn-Sham gap (spin up / spin down): 7.70 / 7.12 eV
* spin multiplicity: 6

Each line ends with the Mulliken charge.
Atoms and positions in Å:
Fe -1.036 -0.852 1.489  0.541
O -2.687 -1.718 -0.744  -0.574
S -3.271 -2.442 0.363  1.419
O -3.671 -3.799 0.146  -0.763
O -2.336 -2.349 1.551  -0.858
C -4.740 -1.545 0.862  -0.188
C -5.852 -2.343 1.094  -0.598
C -7.068 -1.788 1.464  -0.632
C -7.179 -0.419 1.608  -0.618
C -6.073 0.389 1.389  -0.708
C -4.852 -0.155 1.014  0.133
S -3.571 1.074 0.765  1.673
O -3.337 1.234 -0.645  -0.718
O -3.987 2.235 1.496  -0.725
O -2.350 0.484 1.440  -0.731
H -5.749 -3.411 0.968  0.551
H -7.920 -2.432 1.635  0.400
H -8.120 0.031 1.895  0.402
H -6.141 1.459 1.519  0.531
Br -1.415 -1.400 4.124  -0.087
C 0.374 -1.029 4.631  0.643
C 0.801 -1.343 5.883  -0.649
C 2.128 -1.025 6.246  -0.566
C 2.947 -0.391 5.360  -0.921
C 2.497 -0.053 4.059  0.995
C 3.325 0.649 3.152  -1.058
C 2.855 0.997 1.921  -1.644
C 1.553 0.615 1.522  1.249
C 0.712 -0.098 2.343  -0.304
C 1.181 -0.399 3.655  0.711
H 0.136 -1.820 6.590  0.430
H 2.478 -1.275 7.238  0.391
H 3.959 -0.124 5.643  0.399
H 4.327 0.921 3.462  0.378
H 3.473 1.563 1.236  0.572
H 1.235 0.921 0.534  0.184
C -1.022 4.018 0.947  -1.003
O -0.381 2.966 0.204  0.063
C -0.328 3.145 -1.116  -0.282
O -0.712 4.125 -1.697  -0.571
C 0.229 1.928 -1.796  0.298
C 1.172 2.031 -2.725  0.758
As 1.880 0.632 -3.898  -0.050
C 3.771 1.070 -3.561  -1.158
C 1.770 -0.885 -2.647  1.180
C 0.967 -0.917 -1.583  -0.068
As -0.597 0.242 -1.242  2.817
C -1.574 -0.106 -2.890  -1.429
C 1.102 -1.890 -0.479  -1.134
O 0.185 -2.077 0.321  -0.513
O 2.286 -2.423 -0.303  -0.241
C 2.453 -3.226 0.886  -0.641
C 2.593 -2.072 -3.067  0.109
O 3.706 -2.026 -3.523  -0.601
O 1.873 -3.196 -2.979  -0.223
C 2.554 -4.386 -3.401  -0.796
C 1.806 3.362 -2.999  -0.135
O 2.258 4.091 -2.160  -0.567
O 1.858 3.592 -4.320  -0.337
C 2.484 4.821 -4.720  -0.827
H -0.392 4.906 0.946  0.302
H -1.151 3.627 1.951  0.281
H -1.989 4.246 0.507  0.371
H 4.071 1.811 -4.301  0.310
H 4.361 0.169 -3.687  0.457
H 3.900 1.474 -2.559  0.386
H -0.923 0.006 -3.755  0.477
H -2.383 0.620 -2.932  0.412
H -1.992 -1.106 -2.836  0.456
H 3.461 -3.621 0.823  0.277
H 1.717 -4.026 0.905  0.361
H 2.339 -2.593 1.766  0.176
H 1.816 -5.180 -3.343  0.259
H 3.395 -4.591 -2.740  0.320
H 2.920 -4.271 -4.419  0.320
H 2.815 4.669 -5.743  0.267
H 3.322 5.051 -4.067  0.353
H 1.755 5.629 -4.675  0.310